The following is a DFT calculation (wB97M-V/def2-TZVPD) of a structure of composition Cl5O20Pb.

Highest occupied orbital energy in eV: 2.7050
Energy relative to the best compared isomer or geometry (same formula, charge and spin) in eV: 21.896
LUMO level in eV: 7.30
Gap between HOMO and LUMO in eV: 4.599

The geometry in ORCA input format:
```
! wB97M-V def2-TZVPD RIJCOSX def2/J DEFGRID3
* xyz -3 1
Pb -0.19382 -0.51354 0.59220
Cl -2.43594 0.00963 -0.66942
O -2.38747 -1.23243 0.13468
O -3.46666 0.71206 -0.01641
O -1.14170 0.55819 -0.82070
O -2.77752 -0.53047 -1.91480
Cl -2.30430 0.91664 2.49414
O -2.61823 0.59167 3.80523
O -1.55790 -0.25668 1.93435
O -3.58800 0.99492 1.97809
O -1.75014 2.19267 2.32341
Cl 0.59401 -1.46048 -2.39678
O 1.67703 -2.44251 -2.40066
O -0.34635 -2.30175 -2.86826
O 0.23237 -0.96726 -1.09535
O 0.92977 -0.63374 -3.39908
Cl 2.70806 -0.51547 1.62441
O 4.06689 0.05147 1.58944
O 2.64231 -1.24048 0.41200
O 2.64595 -1.61666 2.74191
O 1.45027 0.34675 1.53770
Cl 1.54376 1.63077 -1.15306
O 2.54945 0.59432 -1.21542
O 0.80077 1.28027 -2.22291
O 0.74371 0.95831 -0.13700
O 1.98356 2.87371 -0.85775
*
```

Mulliken atomic charge list, values in e, 4 entries: atom 1 (Pb): 0.733, atom 2 (Cl): 1.772, atom 3 (O): -0.638, atom 4 (O): -0.610